Entry 1:
DFT (ωB97M-V/def2-TZVPD) results for a molecular structure, C43H58GeOPS2Se2Si4V in a non-equilibrium geometry.

energy	-322947.7264	eV
ΔE to the lowest compared entry with this formula, charge and spin	193.1	kJ/mol
molar mass	1079.9	g mol⁻¹
gap between HOMO and LUMO (spin up / spin down)	6.6 / 7.1	eV

Structure (ORCA input):
```
! wB97M-V def2-TZVPD RIJCOSX def2/J DEFGRID3
* xyz 1 2
V 0.3670 0.3538 0.2845
C 2.8104 -2.7918 2.2021
C 2.5283 -1.6264 1.3057
S 1.0269 -1.7627 0.4069
C 3.3304 -0.5679 1.1347
C 4.6851 -0.3690 1.7378
S 2.7556 0.7889 0.1429
H 2.0952 -3.5845 1.9933
H 2.6924 -2.4912 3.2444
H 3.8186 -3.1799 2.0675
H 4.8782 -1.1010 2.5169
H 4.7696 0.6297 2.1680
H 5.4566 -0.4580 0.9690
Se -1.9746 0.6734 0.2669
P -2.8524 -0.1554 -1.5913
Se 0.4341 0.5344 -2.0766
C -4.2583 1.0032 -1.9118
C -4.6285 2.0225 -1.0433
C -5.6222 2.9190 -1.3923
C -6.2598 2.8095 -2.6162
C -5.8933 1.8005 -3.4914
C -4.8966 0.9065 -3.1461
C -3.7410 -1.6615 -0.9887
C -3.9445 -1.9583 0.3527
C -4.5116 -3.1634 0.7257
C -4.9019 -4.0778 -0.2372
C -4.7186 -3.7827 -1.5785
C -4.1278 -2.5895 -1.9521
H -4.1340 2.1248 -0.0835
H -5.8947 3.7090 -0.7077
H -7.0415 3.5057 -2.8850
H -6.3786 1.7185 -4.4528
H -4.6132 0.1286 -3.8426
H -3.6541 -1.2481 1.1182
H -4.6458 -3.3868 1.7744
H -5.3525 -5.0153 0.0547
H -5.0270 -4.4904 -2.3337
H -3.9586 -2.3770 -2.9992
C -0.9128 2.5346 -4.5491
Si -0.2243 0.7537 -4.4219
C 1.4411 0.4087 -5.3081
C -1.5188 -0.6092 -4.7746
Ge 2.8431 0.0563 -2.1135
Si 4.1549 2.1390 -2.7443
C 2.9357 3.6014 -2.5700
C 5.5771 2.2240 -1.4622
C 4.9006 1.9822 -4.4986
Si 3.0506 -2.4743 -2.6270
C 4.3762 -3.1589 -1.4303
C 1.3514 -3.3512 -2.5618
C 3.8265 -2.4797 -4.3791
H -1.4754 2.6656 -5.4691
H -0.1278 3.2866 -4.5295
H -1.5869 2.7425 -3.7191
H 1.3596 0.5514 -6.3802
H 1.7575 -0.6158 -5.1302
H 2.2281 1.0589 -4.9338
H -1.7603 -0.6521 -5.8320
H -2.4362 -0.3959 -4.2297
H -1.1743 -1.5911 -4.4584
H 2.2322 3.4136 -1.7590
H 2.3589 3.7507 -3.4782
H 3.4546 4.5289 -2.3472
H 5.2117 2.5192 -0.4817
H 6.3305 2.9479 -1.7614
H 6.0682 1.2582 -1.3590
H 4.1822 2.1885 -5.2839
H 5.3147 0.9948 -4.6763
H 5.7079 2.6976 -4.6077
H 4.0478 -3.1263 -0.3976
H 5.3036 -2.5964 -1.5121
H 4.5984 -4.1933 -1.6776
H 0.6155 -2.7651 -2.0112
H 1.4461 -4.3055 -2.0506
H 0.9533 -3.5414 -3.5538
H 4.5478 -1.6767 -4.4938
H 3.0964 -2.3914 -5.1763
H 4.3528 -3.4157 -4.5298
O 0.2427 0.6672 1.8799
Si -0.4059 0.6442 3.3748
C -1.7758 1.9557 3.5275
C -1.4478 3.2602 3.8866
C -2.4296 4.2181 4.0659
C -3.7619 3.8863 3.8915
C -4.1058 2.5918 3.5422
C -3.1214 1.6350 3.3618
C 0.9882 1.0351 4.5829
C 0.6756 1.3791 5.8915
C 1.6748 1.5978 6.8210
C 3.0060 1.4838 6.4535
C 3.3313 1.1677 5.1458
C 2.3252 0.9459 4.2233
C -1.0984 -1.0974 3.7219
C -1.3870 -2.0399 2.7394
C -1.8498 -3.3018 3.0770
C -2.0582 -3.6339 4.4038
C -1.8088 -2.6947 5.3909
C -1.3291 -1.4441 5.0515
H -0.4097 3.5252 4.0397
H -2.1563 5.2225 4.3546
H -4.5303 4.6333 4.0293
H -5.1455 2.3212 3.4231
H -3.4041 0.6233 3.0995
H -0.3601 1.4873 6.1792
H 1.4124 1.8554 7.8353
H 3.7850 1.6435 7.1838
H 4.3666 1.0881 4.8471
H 2.5713 0.7004 3.1992
H -1.2496 -1.7976 1.6888
H -2.0475 -4.0247 2.2989
H -2.4104 -4.6197 4.6717
H -1.9827 -2.9407 6.4269
H -1.1287 -0.7276 5.8339
*
```

***

Entry 2:
DFT (ωB97M-V/def2-TZVPD) results for C6H7NO2S in the gas phase in a non-equilibrium geometry.

energy	-22751.9269	eV
ΔE to the lowest compared entry with this formula, charge and spin	383.6	kJ/mol
molar mass	157.2	g mol⁻¹
gap between HOMO and LUMO	5.7	eV

Structure (ORCA input):
```
! wB97M-V def2-TZVPD RIJCOSX def2/J DEFGRID3
* xyz 0 1
C 3.9762 -0.6131 -0.2512
C 2.8136 -0.2504 -0.6403
C 1.0994 -1.5465 0.3320
C 0.6552 0.6052 -0.9082
C 0.5882 1.7401 0.1452
C -0.3671 -1.6130 0.6498
N 1.5135 -0.4643 -0.4718
O 5.1348 -0.7008 -0.1348
O 1.9087 -2.3659 0.6797
S 2.2079 2.3864 0.5838
H -0.3515 0.2387 -1.1094
H 1.0797 1.0240 -1.8242
H 0.0080 2.5597 -0.2824
H 0.1016 1.4038 1.0628
H -0.9409 -1.7734 -0.2609
H -0.7197 -0.7058 1.1348
H -0.5349 -2.4547 1.3170
*
```

***

Entry 3:
DFT (ωB97M-V/def2-TZVPD) results for a molecular structure, C24H20N7O3ReS in a non-equilibrium geometry.

energy	-54723.5699	eV
ΔE to the lowest compared entry with this formula, charge and spin	159.6	kJ/mol
molar mass	672.7	g mol⁻¹
gap between HOMO and LUMO (spin up / spin down)	5.8 / 6.2	eV

Structure (ORCA input):
```
! wB97M-V def2-TZVPD RIJCOSX def2/J DEFGRID3
* xyz 3 2
Re 0.1258 -0.0030 0.0742
C 1.0982 -1.5302 -4.0338
C -0.1127 -2.0716 -4.4376
C -1.2003 -2.0010 -3.5770
C -1.0478 -1.4148 -2.3239
N 0.1573 -0.9385 -1.9255
C 1.1871 -0.9780 -2.7628
C -2.1587 -1.2555 -1.3727
C -3.4868 -1.6117 -1.6072
C -4.4213 -1.4050 -0.6002
C -4.0352 -0.8293 0.6031
C -2.6946 -0.4876 0.7850
N -1.8011 -0.7186 -0.1918
C -2.1225 0.1145 1.9967
C -2.8839 0.3940 3.1271
C -2.2920 1.0015 4.2249
C -0.9440 1.3227 4.1610
C -0.2372 0.9955 3.0132
N -0.7975 0.4000 1.9656
H 1.9576 -1.5166 -4.6876
H -0.2215 -2.5132 -5.4179
H -2.1561 -2.3930 -3.8840
H 2.1028 -0.5117 -2.4286
H -3.7974 -2.0390 -2.5474
H -5.4508 -1.6933 -0.7532
H -4.7709 -0.6550 1.3716
H -3.9315 0.1455 3.1499
H -2.8792 1.2441 5.0984
H -0.4449 1.8271 4.9739
H 0.8126 1.2455 2.9308
C 5.3165 1.3328 0.8767
N 4.7467 0.0547 1.1972
C 5.4201 -1.0231 1.6685
C 4.5402 -2.0456 1.7992
N 3.2872 -1.5999 1.4030
C 3.4512 -0.2834 1.0346
S 2.3511 0.8509 0.4120
C 2.1342 -2.4175 1.3990
C 2.2870 -3.7136 1.9140
C 1.2342 -4.6047 1.9632
C 0.0070 -4.1826 1.4771
C -0.0767 -2.9039 0.9761
N 0.9327 -2.0067 0.9203
H 6.3812 1.3193 1.1002
H 4.8417 2.1255 1.4570
H 5.1790 1.5529 -0.1841
H 6.4703 -1.0166 1.8825
H 4.7721 -3.0329 2.1359
H 3.2327 -4.0550 2.2932
H 1.3762 -5.5966 2.3631
H -0.8567 -4.8280 1.4906
H -1.0254 -2.5769 0.5871
O -0.3695 3.5213 -1.6901
N -0.0640 2.4478 -1.3282
O 0.8867 1.7766 -1.7316
O -0.7563 1.8401 -0.4066
*
```

***

The highest molar mass belongs to which entry?
C43H58GeOPS2Se2Si4V

***

What is the formula in the second record?
C6H7NO2S